Molecular formula: C2F2O4S
Method: DFT, ωB97M-V/def2-TZVPD

Computed properties:
Frontier orbital gap, Ha: 0.3885
LUMO level, eV: -1.014

```
! RIJCOSX wB97M-V def2-TZVPD def2/J DEFGRID3
* xyz 0 1
C -1.329 0.954 -0.474
C -1.283 -0.403 -0.107
O -2.535 0.424 -0.231
O 1.790 -0.275 1.138
O 3.392 -0.202 -0.601
O -0.832 1.984 -0.759
F -1.114 -1.459 -0.878
F -1.213 -0.885 1.146
S 3.122 -0.138 0.765
*
```

***

Molecular formula: F2In
Method: DFT, ωB97M-V/def2-TZVPD

Computed properties:
Frontier orbital gap, Ha: 0.1813
LUMO level, eV: -12.670

```
! RIJCOSX wB97M-V def2-TZVPD def2/J DEFGRID3
* xyz 1 1
In -0.792 -0.671 -0.456
F -1.072 1.022 1.787
F 1.864 -0.351 -1.331
*
```

***

Values of ΔE to the lowest compared entry with this formula, charge and spin, in order: 2.3 55.5, all in kcal/mol.
Values of HOMO, in order: -11.59 -17.60, all in eV.